Entry 1:
The following is a DFT calculation (ωB97M-V/def2-TZVPD) of C21H22ClN3O5S in the gas phase.

Last column: natural (NBO) charge in e.
Atoms and positions in Å:
C 6.371 -2.970 1.441  -0.618
C 5.584 -1.977 0.600  -0.065
O 4.227 -2.061 0.999  -0.493
C 3.309 -1.276 0.392  0.331
C 1.993 -1.422 0.839  -0.261
C 0.977 -0.665 0.296  -0.187
C 1.254 0.251 -0.714  0.048
N 0.204 1.052 -1.244  -0.717
C -0.285 0.747 -2.568  -0.319
C -1.477 -0.218 -2.556  0.674
O -1.795 -0.851 -3.535  -0.595
N -2.111 -0.228 -1.355  -0.644
C -3.236 -0.943 -0.947  0.247
C -3.974 -1.745 -1.814  -0.276
C -5.089 -2.413 -1.344  -0.169
C -5.490 -2.299 -0.023  -0.260
C -4.748 -1.501 0.833  -0.007
Cl -5.223 -1.337 2.487  0.012
C -3.627 -0.824 0.386  -0.310
S 0.225 2.654 -0.741  2.358
O 1.551 3.084 -0.421  -0.916
O -0.550 3.411 -1.681  -0.938
C -0.698 2.512 0.758  -0.532
C -0.215 2.244 2.074  0.188
C 1.189 2.041 2.492  -0.664
N -1.220 2.201 2.905  -0.127
O -2.358 2.432 2.200  -0.266
C -2.058 2.626 0.911  0.397
C -3.139 2.914 -0.056  -0.691
C 2.557 0.398 -1.163  -0.121
C 3.581 -0.356 -0.618  -0.311
H 5.991 -3.975 1.281  0.216
H 6.271 -2.725 2.495  0.216
H 7.421 -2.937 1.164  0.216
H 5.678 -2.223 -0.466  0.174
H 5.961 -0.958 0.763  0.174
H 1.794 -2.139 1.620  0.232
H -0.033 -0.791 0.654  0.221
H -0.630 1.686 -3.013  0.267
H 0.495 0.328 -3.212  0.230
H -1.663 0.344 -0.648  0.417
H -3.665 -1.837 -2.841  0.259
H -5.657 -3.034 -2.019  0.220
H -6.361 -2.819 0.340  0.229
H -3.062 -0.214 1.075  0.222
H 1.305 2.320 3.535  0.240
H 1.462 0.993 2.378  0.240
H 1.843 2.633 1.857  0.254
H -3.784 3.695 0.341  0.247
H -2.698 3.238 -0.994  0.266
H -3.754 2.029 -0.222  0.244
H 2.771 1.120 -1.935  0.221
H 4.584 -0.214 -0.985  0.224

Computed properties:
Energy above the lowest of the compared OMol25 structures with the same formula, charge and spin = 44.90 kJ/mol
HOMO level = -8.8585 eV
HOMO-LUMO gap = 0.3467 Eh

---

Entry 2:
The following is a DFT calculation (ωB97M-V/def2-TZVPD) of a gas-phase ion, C21H22ClN4OS (charge +1).

Last column: natural (NBO) charge in e.
Atoms and positions in Å:
O -2.031 -5.198 1.015  -0.547
C -2.228 -4.040 0.775  0.692
C -2.118 -2.846 1.719  -0.545
C -2.422 -1.683 0.835  -0.050
C -2.455 -0.332 1.084  -0.126
C -2.763 0.560 0.054  -0.126
C -2.830 2.039 0.325  -0.439
C -1.665 2.809 -0.299  -0.214
N -0.344 2.295 0.121  -0.457
C -0.014 2.561 1.534  -0.249
C 1.189 1.679 1.916  -0.232
N 2.037 1.382 0.772  -0.451
C 1.756 0.180 0.102  0.380
N 0.515 -0.205 -0.095  -0.697
S 0.408 -1.658 -0.875  0.642
C 2.134 -1.808 -1.011  -0.208
C 2.880 -2.832 -1.580  -0.206
C 4.253 -2.722 -1.543  -0.160
C 4.881 -1.622 -0.947  -0.205
C 4.150 -0.607 -0.380  -0.183
C 2.754 -0.694 -0.410  -0.090
C 2.123 2.521 -0.115  -0.234
C 0.739 2.829 -0.742  -0.244
C -3.030 0.049 -1.215  -0.002
Cl -3.419 1.128 -2.517  0.016
C -3.010 -1.311 -1.490  -0.274
C -2.704 -2.168 -0.451  0.187
N -2.594 -3.538 -0.456  -0.608
H -1.124 -2.807 2.165  0.257
H -2.835 -2.959 2.534  0.266
H -2.262 0.040 2.079  0.208
H -2.884 2.212 1.400  0.220
H -3.744 2.443 -0.116  0.258
H -1.727 2.712 -1.384  0.239
H -1.728 3.867 -0.033  0.222
H -0.317 1.220 0.015  0.524
H -0.869 2.323 2.163  0.236
H 0.215 3.624 1.644  0.220
H 1.802 2.195 2.661  0.228
H 0.855 0.734 2.345  0.230
H 2.395 -3.682 -2.032  0.234
H 4.858 -3.502 -1.977  0.233
H 5.959 -1.578 -0.934  0.232
H 4.620 0.242 0.092  0.231
H 2.487 3.369 0.468  0.218
H 2.849 2.314 -0.902  0.239
H 0.649 2.362 -1.724  0.233
H 0.604 3.907 -0.854  0.230
H -3.231 -1.676 -2.480  0.243
H -2.763 -4.127 -1.257  0.429

Computed properties:
HOMO level = -11.1819 eV
HOMO-LUMO gap = 0.3097 Eh
Charge = +1

---

Entry 3:
The following is a DFT calculation (ωB97M-V/def2-TZVPD) of C21H22FN3O4 in the gas phase.

Last column: natural (NBO) charge in e.
Atoms and positions in Å:
C -0.003 2.398 0.448  -0.655
C 0.310 1.052 0.999  0.167
C -0.517 0.110 1.531  -0.287
C 0.292 -0.976 1.978  -0.271
C -0.140 -2.231 2.557  0.586
O 0.536 -2.929 3.279  -0.539
C -1.561 -2.661 2.157  -0.324
N -1.768 -2.469 0.738  -0.469
C -0.885 -2.864 -0.234  0.607
O 0.149 -3.451 -0.075  -0.506
C -1.519 -2.384 -1.549  0.601
O -1.144 -2.576 -2.672  -0.513
N -2.644 -1.698 -1.164  -0.477
C -3.562 -1.050 -2.080  -0.221
C -3.218 0.424 -2.347  -0.217
C -1.805 0.575 -2.904  -0.615
C -3.396 1.276 -1.093  -0.610
C -2.838 -1.759 0.207  0.831
O -3.759 -1.304 0.826  -0.579
C 1.608 -0.639 1.702  0.257
C 2.833 -1.446 1.910  -0.659
N 1.604 0.578 1.091  -0.372
C 2.745 1.245 0.611  0.131
C 3.776 1.606 1.473  -0.209
C 4.898 2.255 0.993  -0.219
C 5.008 2.557 -0.355  -0.189
C 3.996 2.205 -1.230  -0.262
C 2.881 1.551 -0.742  0.376
F 1.907 1.191 -1.601  -0.316
H 0.743 3.127 0.766  0.223
H -0.979 2.717 0.803  0.233
H -0.024 2.386 -0.642  0.230
H -1.579 0.202 1.652  0.226
H -1.689 -3.715 2.419  0.236
H -2.307 -2.061 2.683  0.255
H -4.562 -1.126 -1.647  0.226
H -3.519 -1.613 -3.016  0.228
H -3.933 0.764 -3.104  0.205
H -1.061 0.320 -2.153  0.205
H -1.634 1.604 -3.213  0.212
H -1.655 -0.073 -3.764  0.223
H -3.272 2.328 -1.336  0.211
H -4.384 1.133 -0.663  0.218
H -2.654 1.010 -0.345  0.201
H 3.564 -1.263 1.124  0.222
H 3.290 -1.216 2.873  0.227
H 2.563 -2.499 1.922  0.262
H 3.680 1.375 2.522  0.230
H 5.688 2.528 1.674  0.223
H 5.884 3.065 -0.727  0.222
H 4.060 2.419 -2.285  0.235

Computed properties:
Energy above the lowest of the compared OMol25 structures with the same formula, charge and spin = 0.00 kJ/mol
HOMO level = -8.3198 eV
HOMO-LUMO gap = 0.3004 Eh

---

Entry 4:
The following is a DFT calculation (ωB97M-V/def2-TZVPD) of C21H22N2O5 in the gas phase.

Last column: natural (NBO) charge in e.
Atoms and positions in Å:
O -0.252 -3.858 -1.408  -0.583
C -0.099 -2.918 -0.679  0.791
O -0.391 -1.663 -1.038  -0.691
C 0.482 -3.003 0.732  -0.201
N 0.294 -1.779 1.470  -0.627
C -0.816 -1.546 2.188  0.682
O -1.663 -2.377 2.439  -0.631
C -0.888 -0.085 2.687  -0.129
C -2.105 0.141 3.579  -0.406
C -3.208 0.447 2.566  -0.415
C -2.493 1.289 1.513  -0.207
N -1.123 0.811 1.561  -0.432
C -0.161 1.204 0.716  0.917
O 0.994 0.814 0.751  -0.692
O -0.623 2.089 -0.189  -0.516
C 0.330 2.528 -1.151  -0.101
C -0.353 3.323 -2.229  0.039
C 0.231 3.418 -3.487  -0.239
C -0.370 4.168 -4.481  -0.201
C -1.563 4.826 -4.231  -0.220
C -2.150 4.731 -2.981  -0.189
C -1.546 3.987 -1.983  -0.244
C 1.947 -3.352 0.583  0.071
C 2.392 -4.638 0.852  -0.222
C 3.728 -4.961 0.690  -0.200
C 4.628 -4.002 0.259  -0.214
C 4.186 -2.719 -0.016  -0.188
C 2.850 -2.393 0.139  -0.251
H -0.740 -1.647 -1.943  0.502
H -0.053 -3.802 1.258  0.262
H 0.874 -0.981 1.216  0.443
H 0.063 0.167 3.169  0.232
H -2.326 -0.748 4.165  0.247
H -1.940 0.988 4.244  0.208
H -4.054 0.969 3.007  0.219
H -3.556 -0.488 2.127  0.227
H -2.904 1.164 0.510  0.214
H -2.518 2.356 1.767  0.191
H 0.846 1.658 -1.573  0.204
H 1.087 3.146 -0.647  0.199
H 1.160 2.903 -3.684  0.211
H 0.092 4.238 -5.454  0.215
H -2.033 5.409 -5.009  0.214
H -3.081 5.241 -2.781  0.212
H -2.000 3.911 -1.007  0.221
H 1.690 -5.388 1.186  0.217
H 4.066 -5.965 0.903  0.215
H 5.670 -4.254 0.134  0.214
H 4.883 -1.968 -0.357  0.213
H 2.515 -1.391 -0.084  0.222

Computed properties:
Energy above the lowest of the compared OMol25 structures with the same formula, charge and spin = 20.42 kJ/mol
HOMO level = -9.2397 eV
HOMO-LUMO gap = 0.3583 Eh